(1)
# C4H10S

A structure of composition C4H10S in a non-equilibrium geometry (ωB97M-V with the def2-TZVPD basis set, the OMol25 dataset).

CARTESIAN COORDINATES (ANGSTROEM)
C1 0.361 -1.302 0.375
C2 0.079 0.059 -0.158
C3 -1.285 0.359 -0.402
C4 0.911 1.038 0.844
H1 -0.126 -1.395 1.400
H2 -0.310 -2.057 -0.234
H3 1.283 -1.458 0.709
H4 -1.447 0.947 0.751
H5 -1.723 -1.004 -0.575
H6 -1.492 1.124 -1.388
H7 1.470 1.902 0.191
H8 1.701 0.252 1.347
H9 -0.213 1.400 1.512
H10 -0.280 -0.005 -2.867
S1 1.070 0.140 -1.507

Computed properties:
gap between HOMO and LUMO: 8.20 eV
energy relative to the best compared isomer or geometry (same formula, charge and spin): 179.6 kcal per mole
energy: -15137.5805 eV

Atom charges from the natural (NBO) analysis, given in e for atoms 1 to 4:
1. C -0.60
2. C -0.38
3. C -0.57
4. C -0.61

(2)
# C28H29ClN8O6PS2W

A structure of composition C28H29ClN8O6PS2W in a non-equilibrium geometry (ωB97M-V with the def2-TZVPD basis set, the OMol25 dataset).

CARTESIAN COORDINATES (ANGSTROEM)
W1 0.403 -0.746 -0.837
Cl1 1.446 -5.188 5.067
C1 1.125 -3.956 3.916
C2 0.186 -2.944 4.222
C3 -0.118 -1.954 3.324
C4 0.472 -1.946 2.054
O1 0.092 -1.074 1.165
C5 1.458 -2.934 1.760
C6 2.100 -2.916 0.530
O2 1.929 -2.030 -0.371
C7 1.771 -3.935 2.717
H1 -0.298 -2.966 5.190
H2 -0.840 -1.185 3.557
H3 2.843 -3.687 0.321
H4 2.522 -4.680 2.485
N1 0.452 9.690 0.121
C8 0.438 8.546 0.022
C9 0.445 7.119 -0.104
C10 -0.594 6.360 0.427
C11 -0.579 4.981 0.297
C12 0.470 4.355 -0.363
C13 1.509 5.119 -0.894
C14 1.502 6.495 -0.767
C15 0.520 2.880 -0.559
C16 1.176 2.108 0.402
C17 1.812 2.591 1.552
C18 2.529 1.532 2.096
C19 2.298 0.442 1.273
N2 1.473 0.751 0.243
C20 0.081 2.377 -1.769
C21 -0.411 3.143 -2.853
C22 -0.637 2.268 -3.890
C23 -0.299 0.999 -3.415
N3 0.133 1.028 -2.143
H5 -1.409 6.852 0.939
H6 -1.389 4.388 0.704
H7 2.326 4.627 -1.407
H8 2.306 7.089 -1.179
H9 1.761 3.603 1.921
H10 3.152 1.546 2.975
H11 2.718 -0.544 1.388
H12 -0.563 4.210 -2.843
H13 -1.001 2.491 -4.879
H14 -0.378 0.087 -3.981
N4 3.645 0.635 -1.965
N5 3.943 -0.527 -2.665
C24 2.980 -1.413 -2.925
N6 3.281 -2.524 -3.570
N7 1.693 -1.050 -2.626
N8 0.738 -1.997 -2.569
O3 -0.446 -1.462 -2.490
O4 0.920 -3.197 -2.671
H15 3.588 1.426 -2.599
H16 4.369 0.810 -1.279
H17 4.873 -0.676 -3.030
H18 4.228 -2.739 -3.841
H19 2.584 -3.249 -3.637
C25 -4.081 -2.202 3.459
C26 -3.712 -1.385 2.243
O5 -2.643 -2.082 1.539
P1 -2.344 -1.833 0.011
S1 -1.946 0.156 -0.322
S2 -0.893 -3.153 -0.451
O6 -3.664 -2.047 -0.812
C27 -4.224 -3.353 -1.160
C28 -4.622 -4.162 0.055
H20 -4.784 -1.633 4.066
H21 -3.196 -2.424 4.055
H22 -4.543 -3.145 3.173
H23 -3.341 -0.395 2.513
H24 -4.567 -1.265 1.575
H25 -3.489 -3.885 -1.765
H26 -5.085 -3.102 -1.773
H27 -3.750 -4.448 0.644
H28 -5.125 -5.071 -0.275
H29 -5.315 -3.602 0.682

Computed properties:
gap between HOMO and LUMO (spin up / spin down): 5.98 / 4.60 eV
multiplicity: 2
energy relative to the best compared isomer or geometry (same formula, charge and spin): 72.0 kcal per mole
total charge: +2
energy: -99003.4403 eV

Atom charges from the Löwdin analysis, given in e for atoms 1 to 4:
1. W 1.68
2. Cl 0.75
3. C -0.65
4. C -0.02

(3)
# C4H10Br2MnNO3

A structure of composition C4H10Br2MnNO3 in a non-equilibrium geometry (ωB97M-V with the def2-TZVPD basis set, the OMol25 dataset).

CARTESIAN COORDINATES (ANGSTROEM)
Mn1 -1.804 -0.011 2.192
C1 1.120 -0.224 0.880
O1 -0.131 0.346 1.187
H1 1.726 0.437 0.260
H2 1.688 -0.494 1.771
H3 0.930 -1.109 0.260
Br1 2.395 4.223 -1.327
C2 1.119 2.829 -1.849
C3 -0.271 3.276 -1.360
Br2 -0.897 4.840 -2.359
H4 1.496 1.893 -1.457
H5 1.073 2.852 -2.935
H6 -0.235 3.423 -0.282
H7 -0.991 2.467 -1.485
C4 -0.672 -4.106 0.947
N1 -1.559 -2.905 0.903
O2 -1.738 -2.237 1.928
O3 -1.978 -2.552 -0.160
H8 0.300 -3.653 1.157
H9 -0.589 -4.549 -0.038
H10 -0.982 -4.746 1.766

Computed properties:
gap between HOMO and LUMO (spin up / spin down): 5.63 / 5.57 eV
multiplicity: 6
total charge: +1
energy: -183336.5908 eV

Atom charges from the natural (NBO) analysis, given in e for atoms 1 to 4:
1. Mn 1.67
2. C -0.23
3. O -0.99
4. H 0.19

(4)
# C2H6N4O2

An isolated molecule of C2H6N4O2 in a non-equilibrium geometry (ωB97M-V with the def2-TZVPD basis set, the OMol25 dataset).

CARTESIAN COORDINATES (ANGSTROEM)
N1 -0.178 0.549 1.034
C1 -0.081 -0.006 -0.304
N2 -0.325 0.987 -1.244
C2 1.397 -0.151 -0.487
N3 2.479 0.113 -0.145
O1 3.629 0.212 -0.148
N4 -1.294 -1.039 -0.357
O2 -1.261 -1.854 0.766
H1 -1.151 0.861 1.255
H2 0.171 0.115 1.780
H3 -1.107 1.612 -1.045
H4 0.430 1.532 -1.486
H5 -1.165 -1.724 -1.086
H6 -1.544 -1.208 1.468

Computed properties:
gap between HOMO and LUMO: 10.18 eV
energy relative to the best compared isomer or geometry (same formula, charge and spin): 137.4 kcal per mole
structure (SMILES): NC(N)(C#[N+][O-])NO
energy: -12220.6937 eV

Atom charges from the natural (NBO) analysis, given in e for atoms 1 to 4:
1. N -0.85
2. C 0.32
3. N -0.81
4. C 0.10

(5)
# C36H39LaN4OP2S2

A structure of composition C36H39LaN4OP2S2 in a non-equilibrium geometry (ωB97M-V with the def2-TZVPD basis set, the OMol25 dataset).

CARTESIAN COORDINATES (ANGSTROEM)
La1 -0.834 0.363 1.214
C1 0.991 -1.560 6.546
S1 0.979 0.197 6.100
C2 -0.019 0.207 4.664
S2 -0.061 -1.160 3.586
N1 -0.701 1.303 4.524
N2 -1.492 1.467 3.442
C3 -2.569 2.140 3.636
C4 -3.568 2.277 2.591
C5 -4.741 2.977 2.852
C6 -5.728 3.042 1.882
C7 -5.496 2.420 0.665
C8 -4.299 1.749 0.480
N3 -3.350 1.661 1.411
H1 1.770 -1.681 7.294
H2 1.207 -2.171 5.676
H3 0.026 -1.817 6.975
H4 -2.767 2.550 4.623
H5 -4.870 3.449 3.817
H6 -6.660 3.554 2.075
H7 -6.231 2.447 -0.126
H8 -4.094 1.256 -0.465
N4 1.246 -1.197 -1.128
P1 -0.269 -1.912 -0.808
C9 -0.134 -3.699 -1.081
C10 0.911 -4.310 -1.765
C11 0.815 -5.655 -2.091
C12 -0.308 -6.386 -1.733
C13 -1.328 -5.789 -1.004
C14 -1.241 -4.447 -0.677
C15 -1.331 -1.469 -2.221
C16 -2.583 -0.933 -1.925
C17 -3.492 -0.651 -2.934
C18 -3.132 -0.867 -4.255
C19 -1.883 -1.397 -4.559
C20 -0.994 -1.723 -3.548
P2 2.070 -0.594 0.275
C21 3.654 -1.489 0.287
C22 4.328 -1.542 1.507
C23 5.577 -2.137 1.585
C24 6.158 -2.679 0.449
C25 5.486 -2.636 -0.765
C26 4.234 -2.047 -0.849
C27 2.612 1.077 -0.239
C28 3.480 1.309 -1.304
C29 3.874 2.600 -1.612
C30 3.422 3.671 -0.850
C31 2.580 3.449 0.228
C32 2.178 2.156 0.529
H9 1.799 -1.578 -1.887
H10 1.802 -3.760 -2.044
H11 1.622 -6.135 -2.629
H12 -0.384 -7.428 -2.011
H13 -2.187 -6.367 -0.693
H14 -2.033 -3.965 -0.113
H15 -2.860 -0.777 -0.881
H16 -4.478 -0.276 -2.689
H17 -3.835 -0.642 -5.046
H18 -1.611 -1.573 -5.592
H19 -0.043 -2.182 -3.794
H20 3.865 -1.119 2.391
H21 6.095 -2.179 2.533
H22 7.138 -3.133 0.505
H23 5.939 -3.058 -1.652
H24 3.737 -2.032 -1.813
H25 3.855 0.480 -1.891
H26 4.547 2.772 -2.443
H27 3.739 4.676 -1.090
H28 2.260 4.283 0.839
H29 1.564 1.985 1.416
C33 0.122 1.846 -2.595
C34 -1.197 2.365 -2.067
O1 -1.099 2.600 -0.644
C35 -1.624 3.879 -0.264
C36 -1.100 4.264 1.103
H30 0.070 1.717 -3.676
H31 0.367 0.888 -2.141
H32 0.916 2.558 -2.365
H33 -2.003 1.654 -2.257
H34 -1.453 3.298 -2.568
H35 -2.718 3.840 -0.265
H36 -1.310 4.624 -0.996
H37 -1.240 3.450 1.817
H38 -1.645 5.134 1.468
H39 -0.041 4.514 1.056

Computed properties:
gap between HOMO and LUMO: 6.64 eV
energy relative to the best compared isomer or geometry (same formula, charge and spin): 33.0 kcal per mole
total charge: +2
energy: -87069.3545 eV

Atom charges from the Löwdin analysis, given in e for atoms 1 to 4:
1. La 1.69
2. C -0.39
3. S 0.88
4. C -1.12

(6)
# C15H26F7O8PS

A cluster of 4 separate species, C15H26F7O8PS in total in a non-equilibrium geometry (ωB97M-V with the def2-TZVPD basis set, the OMol25 dataset).

CARTESIAN COORDINATES (ANGSTROEM)
O1 1.236 -2.675 4.171
S1 0.514 -2.029 3.106
O2 0.870 -2.494 1.789
P1 0.838 0.110 3.040
C1 -1.296 -2.535 3.298
F1 -1.258 -3.658 4.020
F2 -1.819 -2.845 2.112
C2 -2.242 -1.539 4.032
F3 -1.605 -0.825 4.964
F4 -3.174 -2.279 4.673
C3 -3.047 -0.613 3.069
F5 -3.459 0.456 3.760
F6 -4.125 -1.231 2.607
F7 -2.297 -0.202 2.052
H1 -0.440 0.651 3.300
H2 1.493 0.334 4.263
C4 -3.983 -0.243 -1.411
C5 -4.547 0.770 -0.438
O3 -4.282 2.113 -0.855
C6 -5.057 2.779 -1.727
C7 -6.121 2.031 -2.497
O4 -4.847 3.946 -1.917
H3 -4.443 -0.160 -2.395
H4 -4.145 -1.257 -1.041
H5 -2.918 -0.090 -1.543
H6 -5.614 0.625 -0.256
H7 -4.052 0.659 0.523
H8 -5.706 1.732 -3.459
H9 -6.954 2.708 -2.668
H10 -6.508 1.152 -1.988
C8 6.300 -0.508 0.251
C9 5.400 0.560 0.836
O5 4.394 0.003 1.685
C10 4.594 -0.281 2.980
C11 5.991 -0.245 3.551
O6 3.652 -0.619 3.646
H11 6.852 -1.039 1.025
H12 7.017 -0.064 -0.439
H13 5.705 -1.245 -0.288
H14 5.962 1.334 1.361
H15 4.850 1.057 0.039
H16 6.404 -1.252 3.513
H17 5.925 0.068 4.589
H18 6.665 0.439 3.041
C12 1.957 1.522 -3.690
C13 1.715 0.028 -3.640
O7 0.427 -0.287 -3.108
C14 -0.693 -0.315 -3.850
C15 -0.674 0.236 -5.256
O8 -1.702 -0.727 -3.347
H19 1.253 2.024 -4.354
H20 2.968 1.733 -4.041
H21 1.834 1.956 -2.698
H22 1.858 -0.448 -4.611
H23 2.422 -0.438 -2.955
H24 -1.006 1.273 -5.226
H25 -1.376 -0.340 -5.854
H26 0.296 0.184 -5.745

Computed properties:
gap between HOMO and LUMO: 10.14 eV
structure (SMILES): O=S(=O)(P)C(F)(F)C(F)(F)C(F)(F)F.CCOC(C)=O.CCOC(C)=O.CCOC(C)=O
energy: -71501.1165 eV

Atom charges from the natural (NBO) analysis, given in e for atoms 1 to 4:
1. O -0.89
2. S 1.80
3. O -0.91
4. P 0.15

(7)
# C35H36Cl2KN3O4P2S

A structure of composition C35H36Cl2KN3O4P2S in a non-equilibrium geometry (ωB97M-V with the def2-TZVPD basis set, the OMol25 dataset).

CARTESIAN COORDINATES (ANGSTROEM)
K1 -0.789 -1.773 1.161
C1 -3.326 -4.478 3.819
C2 -2.132 -4.825 3.002
N1 -1.535 -4.048 2.121
C3 -0.477 -4.786 1.617
C4 -0.449 -6.013 2.220
N2 -1.505 -6.017 3.091
C5 0.396 -7.238 2.164
O1 1.410 -7.213 1.342
O2 0.109 -8.175 2.880
C6 0.446 -4.295 0.524
O3 1.500 -4.966 0.376
O4 0.098 -3.297 -0.135
H1 -3.468 -3.401 3.798
H2 -3.204 -4.792 4.856
H3 -4.229 -4.948 3.426
H4 -1.729 -6.818 3.661
H5 1.399 -6.325 0.818
Cl1 -3.854 -1.595 1.521
C7 -3.679 -0.575 2.953
Cl2 -2.014 -0.581 3.593
H6 -4.333 -0.951 3.731
H7 -3.927 0.442 2.673
C8 -1.376 5.636 -1.455
S1 -0.319 5.230 -2.858
C9 1.212 4.740 -2.009
C10 1.401 3.244 -1.779
C11 0.329 2.654 -0.877
N3 0.546 1.225 -0.574
P1 -0.421 0.022 -1.336
C12 -0.262 0.459 -3.102
C13 -1.020 1.425 -3.756
C14 -0.755 1.752 -5.078
C15 0.267 1.108 -5.762
C16 1.014 0.124 -5.127
C17 0.744 -0.202 -3.807
C18 -2.164 0.514 -1.007
C19 -3.163 -0.105 -1.764
C20 -4.497 0.210 -1.567
C21 -4.861 1.145 -0.603
C22 -3.880 1.747 0.169
C23 -2.540 1.430 -0.028
P2 1.039 0.887 1.087
C24 2.379 2.130 1.282
C25 3.622 2.029 0.657
C26 4.572 3.023 0.821
C27 4.295 4.131 1.615
C28 3.069 4.237 2.251
C29 2.119 3.235 2.086
C30 2.041 -0.641 0.924
C31 2.336 -1.281 2.130
C32 3.190 -2.374 2.161
C33 3.727 -2.859 0.979
C34 3.433 -2.235 -0.224
C35 2.605 -1.125 -0.252
H8 -2.295 6.058 -1.859
H9 -0.908 6.385 -0.817
H10 -1.634 4.759 -0.862
H11 1.244 5.281 -1.059
H12 2.032 5.126 -2.614
H13 2.386 3.086 -1.333
H14 1.390 2.711 -2.732
H15 -0.642 2.777 -1.359
H16 0.279 3.226 0.057
H17 -1.819 1.938 -3.235
H18 -1.340 2.519 -5.567
H19 0.475 1.367 -6.793
H20 1.799 -0.395 -5.662
H21 1.315 -0.986 -3.321
H22 -2.894 -0.833 -2.522
H23 -5.258 -0.273 -2.167
H24 -5.902 1.399 -0.458
H25 -4.154 2.481 0.919
H26 -1.780 1.903 0.584
H27 3.849 1.168 0.041
H28 5.534 2.933 0.333
H29 5.040 4.906 1.741
H30 2.852 5.091 2.879
H31 1.162 3.313 2.591
H32 1.908 -0.906 3.056
H33 3.410 -2.863 3.101
H34 4.351 -3.742 0.990
H35 3.832 -2.630 -1.149
H36 2.383 -0.641 -1.195

Computed properties:
gap between HOMO and LUMO: 8.33 eV
energy relative to the best compared isomer or geometry (same formula, charge and spin): 16.5 kcal per mole
energy: -120325.9788 eV

Atom charges from the Löwdin analysis, given in e for atoms 1 to 4:
1. K 0.54
2. C 0.00
3. C -0.36
4. N 0.07

(8)
# C31H21GeN7PtSe

A structure of composition C31H21GeN7PtSe in a non-equilibrium geometry (ωB97M-V with the def2-TZVPD basis set, the OMol25 dataset).

CARTESIAN COORDINATES (ANGSTROEM)
Pt1 -0.804 -0.502 1.048
Se1 1.527 -6.136 -3.529
N1 1.998 -5.631 -1.890
C1 1.268 -4.589 -1.598
C2 1.369 -3.868 -0.326
C3 2.283 -4.189 0.678
C4 2.304 -3.442 1.835
C5 1.411 -2.386 1.981
N2 0.540 -2.081 1.020
C6 0.518 -2.796 -0.119
C7 -0.427 -2.359 -1.142
N3 -1.172 -1.281 -0.842
C8 -2.020 -0.782 -1.739
C9 -2.166 -1.369 -2.992
C10 -1.418 -2.482 -3.308
C11 -0.526 -2.996 -2.366
C12 0.333 -4.159 -2.604
N4 0.308 -4.854 -3.709
H1 2.960 -5.020 0.527
H2 2.996 -3.663 2.636
H3 1.373 -1.790 2.881
H4 -2.596 0.083 -1.439
H5 -2.868 -0.945 -3.696
H6 -1.503 -2.968 -4.271
N5 -3.989 -4.601 1.439
C13 -3.714 -3.729 2.145
N6 -3.368 -2.757 2.970
C14 -2.810 -1.678 2.725
N7 -2.283 -0.622 2.552
C15 1.968 -0.100 -1.360
Ge1 0.844 0.856 -0.102
C16 1.897 1.588 1.342
C17 1.602 1.347 2.687
C18 2.398 1.876 3.694
C19 3.498 2.656 3.363
C20 3.796 2.910 2.031
C21 3.001 2.377 1.025
C22 -0.298 2.118 -0.992
C23 -0.128 2.339 -2.335
C24 -0.869 3.344 -3.002
C25 -1.765 4.100 -2.308
C26 -1.991 3.887 -0.922
C27 -2.948 4.645 -0.200
C28 -3.187 4.392 1.118
C29 -2.482 3.363 1.784
C30 -1.546 2.637 1.112
C31 -1.262 2.875 -0.257
H7 2.686 0.601 -1.788
H8 1.394 -0.549 -2.172
H9 2.529 -0.880 -0.842
H10 0.729 0.765 2.970
H11 2.155 1.693 4.733
H12 4.119 3.074 4.144
H13 4.648 3.527 1.776
H14 3.247 2.592 -0.010
H15 0.592 1.758 -2.901
H16 -0.716 3.512 -4.060
H17 -2.333 4.873 -2.812
H18 -3.493 5.425 -0.717
H19 -3.919 4.975 1.661
H20 -2.686 3.154 2.826
H21 -1.003 1.858 1.649

Computed properties:
gap between HOMO and LUMO (spin up / spin down): 6.47 / 6.70 eV
multiplicity: 2
energy relative to the best compared isomer or geometry (same formula, charge and spin): 35.4 kcal per mole
total charge: +1
energy: -168020.3223 eV

Atom charges from the natural (NBO) analysis, given in e for atoms 1 to 4:
1. Pt 0.91
2. Se 1.02
3. N -0.58
4. C 0.10